1.
Entry from OMol25: C26H29CrN7O as an isolated structure in a non-equilibrium geometry (ωB97M-V/def2-TZVPD).

The geometry in XYZ format:
```
64
Properties=species:S:1:pos:R:3:mulliken_spin:R:1
Cr -0.151 0.404 0.169 3.88
C -0.406 -2.890 0.251 0.00
C -1.469 -2.174 1.114 0.03
N -0.946 -0.912 1.659 -0.04
C 0.041 -1.140 2.737 0.04
C 1.172 -0.109 2.665 -0.04
N 1.631 0.133 1.286 -0.05
C 2.600 -0.833 0.747 0.03
C 1.945 -2.165 0.376 0.01
N 0.616 -1.944 -0.210 0.03
H -0.913 -3.353 -0.596 0.00
H 0.057 -3.700 0.824 0.00
H -1.811 -2.836 1.919 0.01
H -2.326 -1.942 0.481 -0.01
H -1.741 -0.426 2.074 0.00
H 0.427 -2.155 2.654 0.00
H -0.423 -1.064 3.728 0.00
H 1.995 -0.430 3.315 0.01
H 0.793 0.848 3.043 0.02
H 2.135 1.019 1.317 0.01
H 3.418 -1.017 1.452 0.01
H 3.032 -0.391 -0.153 -0.02
H 1.854 -2.784 1.270 0.00
H 2.608 -2.700 -0.312 0.01
H 0.684 -1.982 -1.223 -0.02
C -3.093 13.104 -3.596 0.00
O -3.931 12.056 -3.150 0.00
C -3.450 10.860 -2.827 0.00
C -2.101 10.469 -2.846 0.00
C -1.751 9.185 -2.496 0.00
C -2.719 8.240 -2.117 0.00
C -4.066 8.641 -2.084 0.00
C -4.421 9.917 -2.432 0.00
C -2.312 6.897 -1.801 0.00
N -1.064 6.460 -1.843 0.00
C -1.103 5.159 -1.500 0.00
C -2.432 4.766 -1.237 0.00
N -3.176 5.889 -1.437 0.00
C -2.784 3.440 -0.893 -0.01
C -4.087 2.949 -0.731 0.04
C -4.251 1.603 -0.471 0.00
C -3.139 0.790 -0.303 0.09
N -1.879 1.224 -0.383 -0.06
C -1.703 2.530 -0.730 0.02
C -0.361 2.919 -0.981 0.03
N 0.574 1.939 -0.834 -0.03
C 1.814 2.230 -1.234 0.08
C 2.209 3.473 -1.712 0.00
C 1.290 4.503 -1.773 0.03
C -0.032 4.225 -1.421 -0.01
H -3.762 13.938 -3.802 0.00
H -2.563 12.831 -4.512 0.00
H -2.374 13.401 -2.828 0.00
H -1.333 11.168 -3.136 0.00
H -0.716 8.876 -2.508 0.00
H -4.844 7.953 -1.786 0.00
H -5.451 10.234 -2.420 0.00
H -4.176 5.972 -1.350 0.00
H -4.941 3.599 -0.822 0.00
H -5.236 1.178 -0.397 0.00
H -3.277 -0.263 -0.108 -0.02
H 2.533 1.423 -1.190 -0.01
H 3.226 3.624 -2.033 0.00
H 1.554 5.496 -2.098 0.00
```

expectation value of S²	6.02
frontier orbital gap (spin up / spin down)	5.7401 / 5.4525	eV
calculated total energy	-68322.0161	eV
HOMO energy (spin up / spin down)	-11.9 / -11.9	eV
2S+1	5
total charge	+2


2.
Entry from OMol25: the molecule C5H7NO (ωB97M-V/def2-TZVPD).

The geometry in XYZ format:
```
14
Properties=species:S:1:pos:R:3:lowdin_charge:R:1
C -1.524 0.311 -2.151 0.11
C -1.273 0.539 -0.995 -0.15
C -0.911 0.808 0.399 -0.19
C -0.231 -0.396 1.073 -0.19
N 0.851 -0.956 0.287 0.01
C 2.015 -0.270 0.133 -0.36
O 2.298 0.744 0.738 0.02
H -1.749 0.137 -3.179 0.02
H -1.800 1.090 0.974 0.12
H -0.221 1.657 0.426 0.12
H 0.182 -0.073 2.032 0.12
H -0.958 -1.191 1.262 0.12
H 0.620 -1.650 -0.407 0.13
H 2.700 -0.748 -0.594 0.13
```

ΔE to the lowest compared entry with this formula, charge and spin	1.700	eV
SMILES string	C#CCCNC=O
frontier orbital gap	10.7177	eV
calculated total energy	-8834.5029	eV
HOMO energy	-9.8	eV
total charge	0


3.
Entry from OMol25: a 2-piece molecular cluster, C4H12O3 overall in a non-equilibrium geometry (ωB97M-V/def2-TZVPD).

The geometry in XYZ format:
```
19
Properties=species:S:1:pos:R:3:lowdin_charge:R:1
O -1.116 0.484 2.226 -0.06
C -0.440 -0.324 1.178 -0.24
C 0.864 0.311 0.804 -0.14
C 1.546 -0.702 -0.247 -0.20
C 1.179 -0.720 -1.620 -0.36
O -0.210 -0.679 -1.900 -0.11
H -0.764 0.173 2.989 0.01
H -0.226 -1.403 1.512 0.14
H -1.188 -0.260 0.411 0.08
H 0.498 1.207 0.328 0.11
H 1.489 0.392 1.553 0.05
H 1.122 -1.761 0.048 0.14
H 2.667 -0.507 -0.166 0.14
H 1.625 -1.619 -2.107 0.14
H 1.645 0.168 -2.025 0.11
H -0.712 0.157 -1.446 0.13
O -2.504 1.644 -0.900 0.00
H -3.127 1.169 -0.517 -0.05
H -2.350 2.271 -0.120 0.10
```

ΔE to the lowest compared entry with this formula, charge and spin	2.599	eV
SMILES string	OCCCCO.O
frontier orbital gap	10.5112	eV
calculated total energy	-10482.5402	eV
HOMO energy	-9.9	eV
total charge	0